A:
Entry from the OMol25 dataset: a single C3H5ClS molecule (ωB97M-V/def2-TZVPD).

## Properties
- SMILES = CC(=S)CCl
- orbital gap (eV) = 8.180
- HOMO energy (eV) = -8.88
- LUMO level (eV) = -0.69

Geometry (Å):
H1 -0.190 1.941 -0.244
H2 -1.218 -1.751 0.263
S1 1.423 -0.455 1.664
C1 0.129 -0.084 0.556
H3 -1.291 -0.991 1.943
C2 -1.167 -0.825 0.888
H4 1.319 1.016 -1.033
C3 0.290 0.926 -0.626
Cl1 -0.870 0.428 -1.939
H5 -2.114 -0.304 0.501


B:
Entry from the OMol25 dataset: a single C3H5ClS molecule (ωB97M-V/def2-TZVPD).

## Properties
- SMILES = S=CCCCl
- orbital gap (eV) = 8.482
- HOMO energy (eV) = -9.09
- LUMO level (eV) = -0.60

Geometry (Å):
H1 -0.594 0.549 -1.234
H2 2.106 -0.506 -0.086
C1 -0.846 -0.187 0.680
H3 0.020 -1.094 -1.005
S1 1.976 1.867 -0.324
C2 0.045 -0.083 -0.585
Cl1 -2.492 -0.825 0.206
C3 1.411 0.371 -0.236
H4 -0.582 -0.884 1.478
H5 -1.044 0.793 1.107


C:
Entry from the OMol25 dataset: a single C3H5ClS molecule (ωB97M-V/def2-TZVPD).

## Properties
- SMILES = CS/C=C\Cl
- orbital gap (eV) = 9.775
- HOMO energy (eV) = -8.89
- LUMO level (eV) = 0.88

Geometry (Å):
H1 -2.718 -0.562 -1.256
C1 -2.100 0.291 -0.960
H2 0.301 -1.474 1.746
Cl1 1.323 0.581 1.557
H3 -2.335 0.430 0.144
C2 -0.028 -1.072 -0.243
C3 0.513 -0.768 0.934
S1 -0.312 0.112 -1.486
H4 -2.506 1.201 -1.299
H5 -0.549 -1.963 -0.404


D:
Entry from the OMol25 dataset: a single C3H5ClS molecule (ωB97M-V/def2-TZVPD).

## Properties
- SMILES = C=C[C@H](S)Cl
- orbital gap (eV) = 10.248
- HOMO energy (eV) = -9.49
- LUMO level (eV) = 0.76

Geometry (Å):
Cl1 1.828 -1.314 -0.003
H1 -1.656 -0.494 0.986
H2 0.310 -0.111 1.302
H3 2.213 1.912 0.972
H4 -0.152 -0.280 -1.755
C1 -1.669 -0.434 -0.138
C2 -0.475 -0.365 -0.758
H5 -2.664 -0.581 -0.698
C3 0.709 -0.016 0.237
S1 1.556 1.684 -0.144


B comes first in stability; the runner-up is 0.378 eV higher.